Below is C22H56B3NO10 as an isolated structure, with properties calculated with ωB97M-V/def2-TZVPD.

```
92
Properties=species:S:1:pos:R:3
C -4.44859 -0.75622 -0.53874
C -3.24232 -0.14995 -1.28271
C -3.63967 0.06810 -2.75853
C -2.39184 0.18152 -3.66690
C -1.81348 -1.23780 -3.88326
C -0.28823 -1.24474 -3.98100
C 0.41587 -1.12024 -2.60370
C 1.44561 0.02316 -2.68498
B 2.00725 0.50857 -1.31020
O 3.16341 1.30869 -1.29846
B 2.71331 2.52082 -0.77145
C 2.71140 3.79676 -1.68052
N 2.33900 5.05371 -1.00964
C 1.05032 5.59252 -1.44998
O 2.23520 2.46685 0.53088
B 1.28316 1.45366 0.62485
C 0.00884 1.74815 1.51829
C 0.48988 2.33734 2.82031
O 1.00195 1.70352 3.63234
O 0.34548 3.67644 3.00335
O 1.42718 0.27450 -0.06562
H -4.23055 -0.81520 0.52288
H -4.66705 -1.72817 -0.97602
H -5.30426 -0.11031 -0.73111
H -2.39080 -0.82435 -1.25498
H -3.01418 0.82325 -0.84810
H -4.17275 -0.83231 -3.06780
H -4.25485 0.95974 -2.83680
H -2.68198 0.63677 -4.61075
H -1.65984 0.81863 -3.16819
H -2.19308 -1.56106 -4.85414
H -2.19353 -1.89850 -3.11076
H 0.08298 -2.10222 -4.53656
H -0.01359 -0.36955 -4.57205
H -0.30151 -1.00163 -1.79562
H 0.91784 -2.06625 -2.43977
H 0.92743 0.88696 -3.12255
H 2.25095 -0.23619 -3.37014
H 1.97319 3.60586 -2.47112
H 3.66401 3.87788 -2.20833
H 2.24992 4.88587 -0.01488
H 0.99815 6.62765 -1.11292
H 0.20777 5.09361 -0.95175
H 0.93147 5.57452 -2.52732
H -0.59026 0.86085 1.68615
H -0.54749 2.53912 1.00940
H -0.59476 3.91563 2.98378
C 5.95551 0.47742 2.23355
C 5.98569 -0.48563 1.06057
O 4.66803 -0.83416 0.65155
H 5.42136 0.03480 3.07519
H 6.96594 0.73675 2.55509
H 5.42897 1.39661 1.96446
H 6.49304 -1.40918 1.33711
H 6.51718 -0.04126 0.21175
H 4.21833 -0.01982 0.39371
C 1.24345 -5.66926 -4.02096
C 0.69300 -5.29946 -2.65631
O -0.19847 -4.18857 -2.75311
H 1.77027 -4.82121 -4.46128
H 1.93169 -6.51281 -3.95069
H 0.43342 -5.93645 -4.70431
H 1.49992 -5.01404 -1.98245
H 0.15675 -6.14393 -2.21456
H -0.91991 -4.44294 -3.34055
C -0.55684 -5.18058 1.17042
C -1.30238 -6.22016 0.35471
O -0.66475 -7.49241 0.45339
H 0.47572 -5.09839 0.82870
H -1.03262 -4.20180 1.08877
H -0.52658 -5.46693 2.22489
H -1.31337 -5.94090 -0.69668
H -2.33892 -6.31264 0.69609
H -0.66191 -7.74750 1.38283
C -2.77531 7.37718 3.72643
C -3.41486 6.31414 2.85383
O -2.73756 5.06364 2.98750
H -1.72542 7.50670 3.46094
H -3.28682 8.33419 3.61514
H -2.80890 7.08498 4.77875
H -3.36180 6.59777 1.80416
H -4.46681 6.17678 3.12090
H -2.79361 4.80177 3.91438
C -0.03802 -1.70107 5.59061
C -0.86038 -1.70425 4.31599
O -1.82632 -0.65585 4.33911
H -0.68545 -1.82375 6.46023
H 0.69937 -2.50568 5.58428
H 0.48539 -0.74938 5.70720
H -1.39488 -2.64779 4.21048
H -0.21535 -1.57546 3.44023
H -1.34280 0.17451 4.42310
```

Values from the calculation:
- Charge: 0
- LUMO level: 0.35 eV
- Energy above the lowest of the compared OMol25 structures with the same formula, charge and spin: 0.0 kcal/mol
- HOMO level: -8.809 eV